<1>
{"formula": "C3H5N3O3", "method": "ωB97M-V/def2-TZVPD", "total_charge": 0, "multiplicity": 1, "smiles": "O=C/C=N/NC(=O)NO", "homo_energy_ha": -0.3553, "lumo_energy_ev": 0.02, "symbols": ["O", "C", "C", "N", "N", "C", "O", "N", "O", "H", "H", "H", "H", "H"], "positions_angstrom": [[1.349, -2.842, 1.546], [1.546, -1.668, 1.338], [0.602, -0.933, 0.343], [1.126, 0.216, 0.041], [0.538, 1.145, -0.725], [-0.692, 1.069, -1.327], [-0.989, 1.466, -2.464], [-1.642, 0.432, -0.538], [-1.431, 0.326, 0.807], [2.413, -0.970, 1.911], [-0.259, -1.439, -0.158], [1.187, 1.813, -1.078], [-2.613, 0.229, -0.867], [-1.136, 1.155, 1.170]]}

---

<2>
{"formula": "C3H5N3O3", "method": "ωB97M-V/def2-TZVPD", "total_charge": 0, "multiplicity": 1, "smiles": "[H]/N=c1\\c(=O)n(C)on1O", "homo_energy_ha": -0.3469, "lumo_energy_ev": 0.07, "symbols": ["H", "N", "C", "C", "O", "N", "C", "O", "N", "O", "H", "H", "H", "H"], "positions_angstrom": [[1.439, 2.398, -0.390], [1.820, 1.496, -0.049], [0.859, 0.668, 0.102], [-0.625, 0.865, -0.060], [-1.272, 1.894, 0.052], [-1.139, -0.379, -0.183], [-2.470, -0.868, 0.050], [-0.117, -1.362, -0.189], [0.987, -0.704, 0.442], [2.150, -1.263, -0.038], [-2.493, -1.369, 1.009], [-3.068, 0.052, 0.077], [-2.826, -1.514, -0.709], [2.605, -0.597, -0.614]]}

---

How do the energies compare? Relative to the most stable structure, in hartree: <1> 0.0000; <2> 0.0406.

---

<1>
{"formula": "C36H50AsBrCl2N6O2SiV", "method": "ωB97M-V/def2-TZVPD", "total_charge": 1, "multiplicity": 3, "s2": 2.0248, "homo_energy_ha": [-0.3681, -0.3711], "lumo_energy_ev": [-3.44, -3.19], "symbols": ["V", "Cl", "C", "C", "C", "N", "C", "O", "C", "C", "C", "C", "C", "N", "C", "C", "C", "Cl", "N", "C", "O", "C", "C", "C", "C", "C", "N", "H", "H", "H", "H", "H", "H", "H", "H", "H", "H", "C", "C", "C", "C", "Si", "Br", "C", "C", "C", "C", "C", "C", "C", "C", "H", "H", "H", "H", "H", "H", "H", "H", "H", "H", "H", "H", "H", "H", "H", "H", "H", "H", "H", "H", "H", "H", "H", "H", "H", "H", "H", "N", "C", "C", "C", "N", "H", "H", "H", "H", "C", "As", "C", "C", "H", "H", "H", "H", "H", "H", "H", "H", "H"], "positions_angstrom": [[-0.052, -2.389, 1.287], [5.402, -1.256, 5.314], [3.862, -1.047, 4.525], [3.148, -2.190, 4.126], [1.972, -2.043, 3.373], [1.215, -3.053, 2.784], [1.542, -4.354, 2.758], [2.550, -4.938, 3.146], [0.463, -5.179, 2.027], [0.271, -6.514, 2.261], [-0.790, -7.220, 1.684], [-1.647, -6.486, 0.866], [-1.373, -5.140, 0.620], [-0.365, -4.470, 1.228], [1.476, -0.744, 3.123], [2.133, 0.369, 3.612], [3.378, 0.219, 4.241], [4.156, 1.708, 4.699], [0.285, -0.754, 2.345], [-0.785, 0.050, 2.621], [-0.825, 1.200, 2.966], [-2.061, -0.772, 2.519], [-3.246, -0.201, 2.903], [-4.352, -0.968, 3.147], [-4.241, -2.322, 2.859], [-3.049, -2.825, 2.374], [-1.909, -2.084, 2.263], [3.522, -3.212, 4.267], [0.884, -7.091, 2.954], [-0.876, -8.281, 1.892], [-2.562, -6.934, 0.469], [-2.016, -4.611, -0.036], [1.708, 1.345, 3.449], [-3.187, 0.895, 2.982], [-5.293, -0.593, 3.521], [-5.040, -3.054, 2.943], [-2.976, -3.838, 2.023], [1.678, 4.379, 0.172], [1.188, 4.500, -1.295], [0.723, 5.996, -1.548], [2.467, 4.238, -2.142], [-0.166, 3.111, -1.701], [0.581, 1.046, -0.922], [-0.411, 2.778, -3.577], [-1.728, 2.023, -3.865], [0.751, 1.897, -4.165], [-0.441, 4.071, -4.384], [-1.839, 3.335, -0.749], [-2.643, 2.032, -0.576], [-2.659, 4.414, -1.519], [-1.656, 3.944, 0.654], [2.497, 5.102, 0.283], [2.066, 3.382, 0.409], [0.923, 4.616, 0.948], [1.631, 6.598, -1.519], [0.041, 6.339, -0.738], [0.219, 6.102, -2.503], [3.238, 5.004, -1.834], [2.294, 4.368, -3.180], [2.832, 3.236, -1.902], [-1.709, 1.033, -3.442], [-1.813, 1.936, -4.967], [-2.630, 2.483, -3.486], [0.598, 0.887, -3.778], [1.721, 2.241, -3.886], [0.586, 1.918, -5.266], [-1.119, 4.844, -3.958], [-0.791, 3.863, -5.394], [0.567, 4.531, -4.420], [-2.810, 1.454, -1.459], [-3.619, 2.318, -0.198], [-2.132, 1.386, 0.101], [-2.912, 4.183, -2.571], [-2.129, 5.336, -1.548], [-3.608, 4.601, -1.007], [-1.108, 3.193, 1.256], [-2.620, 4.135, 1.099], [-1.051, 4.861, 0.563], [-0.862, -2.580, -1.768], [-1.606, -2.091, -2.774], [-2.616, -1.349, -2.170], [-2.334, -1.420, -0.815], [-1.291, -2.224, -0.541], [-0.006, -3.151, -1.805], [-1.347, -2.390, -3.776], [-3.458, -0.824, -2.606], [-2.868, -1.031, 0.029], [2.335, -1.922, -1.901], [2.251, -2.494, -0.052], [3.200, -4.161, -0.092], [3.542, -1.248, 0.708], [3.355, -1.629, -2.057], [1.616, -1.110, -2.087], [2.148, -2.761, -2.609], [4.155, -3.969, -0.595], [2.613, -4.866, -0.672], [3.357, -4.585, 0.873], [3.802, -1.603, 1.680], [3.192, -0.235, 0.756], [4.491, -1.293, 0.157]]}

---

<2>
{"formula": "C36H50AsBrCl2N6O2SiV", "method": "ωB97M-V/def2-TZVPD", "total_charge": 1, "multiplicity": 3, "s2": 2.0226, "homo_energy_ha": [-0.3708, -0.3731], "lumo_energy_ev": [-3.36, -3.60], "symbols": ["V", "Cl", "C", "C", "C", "N", "C", "O", "C", "C", "C", "C", "C", "N", "C", "C", "C", "Cl", "N", "C", "O", "C", "C", "C", "C", "C", "N", "H", "H", "H", "H", "H", "H", "H", "H", "H", "H", "C", "C", "C", "C", "Si", "Br", "C", "C", "C", "C", "C", "C", "C", "C", "H", "H", "H", "H", "H", "H", "H", "H", "H", "H", "H", "H", "H", "H", "H", "H", "H", "H", "H", "H", "H", "H", "H", "H", "H", "H", "H", "N", "C", "C", "C", "N", "H", "H", "H", "H", "C", "As", "C", "C", "H", "H", "H", "H", "H", "H", "H", "H", "H"], "positions_angstrom": [[7.778, 10.911, 16.634], [13.306, 14.947, 16.027], [11.951, 13.966, 16.564], [11.223, 13.191, 15.682], [10.171, 12.434, 16.191], [9.184, 11.712, 15.502], [9.633, 10.945, 14.416], [10.287, 11.283, 13.467], [9.191, 9.496, 14.341], [9.639, 8.690, 13.408], [9.314, 7.319, 13.513], [8.634, 6.912, 14.640], [8.289, 7.817, 15.595], [8.498, 9.077, 15.443], [10.231, 12.085, 17.490], [10.916, 12.742, 18.459], [11.769, 13.699, 17.987], [12.661, 14.782, 19.120], [9.411, 11.041, 17.813], [9.859, 9.942, 18.595], [10.985, 9.785, 19.055], [8.589, 9.198, 18.869], [8.470, 8.378, 20.017], [7.303, 7.638, 20.133], [6.153, 8.152, 19.425], [6.255, 9.109, 18.415], [7.461, 9.521, 18.055], [11.270, 13.487, 14.596], [9.995, 9.207, 12.464], [9.608, 6.617, 12.762], [8.385, 5.843, 14.798], [7.683, 7.493, 16.383], [10.834, 12.560, 19.522], [9.445, 8.259, 20.490], [7.356, 6.875, 20.838], [5.313, 7.457, 19.511], [5.486, 9.595, 17.773], [7.604, 13.147, 7.897], [8.727, 12.190, 7.454], [8.609, 11.900, 5.927], [9.988, 13.000, 7.786], [8.744, 10.427, 8.323], [8.442, 11.083, 10.483], [10.321, 9.411, 8.427], [10.104, 8.134, 9.236], [11.423, 10.261, 9.170], [10.923, 9.121, 7.060], [7.181, 9.411, 7.856], [6.745, 8.419, 8.989], [7.489, 8.496, 6.667], [6.019, 10.238, 7.472], [7.577, 13.910, 7.144], [7.906, 13.536, 8.910], [6.706, 12.640, 8.140], [8.746, 12.772, 5.353], [7.604, 11.572, 5.579], [9.332, 11.209, 5.647], [9.962, 13.947, 7.212], [10.921, 12.592, 7.400], [9.987, 13.208, 8.895], [9.578, 8.358, 10.159], [11.103, 7.750, 9.385], [9.426, 7.536, 8.655], [11.529, 11.272, 8.789], [12.345, 9.711, 8.991], [11.190, 10.387, 10.213], [10.335, 8.704, 6.241], [11.776, 8.496, 7.303], [11.455, 9.968, 6.473], [6.867, 8.804, 9.994], [7.316, 7.495, 8.874], [5.609, 8.308, 8.856], [8.254, 7.800, 6.924], [7.959, 9.070, 5.798], [6.564, 8.055, 6.253], [5.580, 10.912, 8.204], [5.295, 9.496, 7.247], [6.129, 10.812, 6.486], [6.941, 11.693, 13.757], [5.991, 11.676, 12.766], [4.853, 11.117, 13.297], [5.234, 10.785, 14.603], [6.454, 11.092, 14.829], [7.836, 12.175, 13.816], [6.264, 12.005, 11.800], [3.928, 11.006, 12.850], [4.618, 10.246, 15.317], [8.018, 15.018, 17.758], [7.016, 13.361, 17.891], [5.204, 13.911, 17.575], [7.126, 13.237, 19.812], [7.725, 15.617, 18.622], [7.696, 15.466, 16.827], [9.082, 14.832, 17.795], [5.171, 14.144, 16.458], [5.030, 14.826, 18.146], [4.443, 13.219, 17.783], [6.319, 13.685, 20.313], [8.075, 13.579, 20.146], [7.079, 12.181, 20.008]]}

---

How do the energies compare? Relative to the most stable structure, in hartree: <1> 0.0000; <2> 0.1656.

---

<1>
{"formula": "C3H14N2O2", "method": "ωB97M-V/def2-TZVPD", "total_charge": 0, "multiplicity": 1, "smiles": "C[C@H](N)CN.O.O", "homo_energy_ha": -0.3491, "lumo_energy_ev": 0.61, "symbols": ["C", "C", "N", "C", "N", "H", "H", "H", "H", "H", "H", "H", "H", "H", "H", "O", "H", "H", "O", "H", "H"], "positions_angstrom": [[-1.400, -1.926, -1.254], [-0.611, -1.109, -0.210], [-0.969, 0.226, -0.380], [0.874, -1.305, -0.670], [1.825, -0.447, 0.163], [-0.760, -1.832, -2.062], [-1.183, -3.084, -1.090], [-2.319, -1.347, -1.594], [-0.760, -1.409, 0.854], [-0.575, 0.761, 0.297], [-1.863, 0.452, -0.051], [0.922, -1.034, -1.742], [0.978, -2.376, -0.366], [2.530, -0.948, 0.701], [2.370, 0.004, -0.593], [-1.926, 1.269, 3.263], [-2.353, 0.519, 3.819], [-1.254, 0.741, 2.843], [2.116, 2.748, -1.339], [2.435, 2.307, -0.453], [1.142, 2.694, -1.629]]}

---

<2>
{"formula": "C3H14N2O2", "method": "ωB97M-V/def2-TZVPD", "total_charge": 0, "multiplicity": 1, "smiles": "C[C@H](N)CN.O.O", "homo_energy_ha": -0.3205, "lumo_energy_ev": 0.39, "symbols": ["C", "C", "N", "C", "N", "H", "H", "H", "H", "H", "H", "H", "H", "H", "H", "O", "H", "H", "O", "H", "H"], "positions_angstrom": [[-1.838, 1.723, -1.104], [-0.733, 0.693, -1.296], [-0.322, 0.205, 0.017], [0.392, 1.246, -2.153], [1.399, 0.209, -2.394], [-2.029, 2.282, -2.017], [-2.743, 1.197, -0.833], [-1.603, 2.365, -0.267], [-1.175, -0.172, -1.778], [0.037, 0.891, 0.662], [0.321, -0.577, -0.053], [0.784, 2.167, -1.712], [-0.029, 1.544, -3.125], [1.933, 0.112, -1.526], [2.074, 0.548, -3.071], [-0.406, -2.038, 6.164], [-0.234, -1.601, 5.322], [0.362, -2.604, 6.297], [1.158, -2.417, 0.766], [0.587, -3.082, 1.174], [2.067, -2.692, 0.926]]}

---

How do the energies compare? Relative to the most stable structure, in hartree: <1> 0.0782; <2> 0.0000.

---

<1>
{"formula": "C3H14N2O2", "method": "ωB97M-V/def2-TZVPD", "total_charge": 0, "multiplicity": 1, "homo_energy_ha": -0.3188, "lumo_energy_ev": -4.55, "symbols": ["N", "C", "C", "N", "C", "H", "H", "H", "H", "H", "H", "H", "H", "H", "H", "H", "H", "O", "H", "H", "O"], "positions_angstrom": [[0.047, 1.981, -0.567], [-1.593, -0.758, -0.929], [-0.120, -0.838, -0.610], [-0.086, -1.399, 0.798], [1.135, -1.279, 1.541], [-0.674, 2.672, -0.741], [-1.633, -0.509, -1.995], [-2.090, -1.685, -0.526], [-2.067, -0.011, -0.277], [0.523, 0.015, -0.740], [0.479, -1.551, -1.257], [-0.709, -0.626, 1.164], [0.965, -1.399, 2.620], [1.573, -0.284, 1.380], [1.823, -2.052, 1.135], [-0.086, 1.512, 0.322], [-1.337, 0.713, 2.693], [-1.060, 0.810, 1.773], [0.960, 1.984, -1.086], [2.127, 1.682, -2.668], [1.825, 1.023, -2.028]]}

---

<2>
{"formula": "C3H14N2O2", "method": "ωB97M-V/def2-TZVPD", "total_charge": 0, "multiplicity": 1, "smiles": "NCCCN.O.O", "homo_energy_ha": -0.3269, "lumo_energy_ev": 0.68, "symbols": ["N", "C", "C", "C", "N", "H", "H", "H", "H", "H", "H", "H", "H", "H", "H", "O", "H", "H", "O", "H", "H"], "positions_angstrom": [[0.515, 1.501, -1.092], [0.484, 0.142, -1.576], [1.148, -0.868, -0.545], [0.631, -2.298, -0.762], [0.455, -2.757, -2.150], [1.089, 2.138, -1.603], [-0.274, 1.732, -0.526], [-0.512, -0.287, -1.431], [0.834, -0.040, -2.575], [0.759, -0.520, 0.381], [2.234, -0.785, -0.478], [1.316, -3.020, -0.340], [-0.283, -2.459, -0.189], [1.097, -2.230, -2.735], [-0.442, -2.494, -2.539], [0.776, 2.041, 1.940], [0.865, 2.586, 1.164], [1.011, 1.126, 1.780], [-4.167, 1.869, 4.398], [-3.266, 1.898, 4.058], [-4.271, 2.726, 4.820]]}

---

How do the energies compare? Relative to the most stable structure, in hartree: <1> 0.2802; <2> 0.0000.